{
  "formula": "C42H83B2Br28FO5",
  "method": "the ωB97M-V functional and the def2-TZVPD basis",
  "relative_energy_ev": 7.735,
  "homo_ev": -9.2,
  "e_lumo_ha": 0.0024,
  "orbital_gap_ha": 0.340,
  "multiplicity": 1,
  "elements": ["C", "C", "C", "C", "C", "C", "F", "C", "C", "O", "C", "O", "O", "C", "B", "O", "C", "C", "B", "O", "C", "C", "H", "H", "H", "H", "H", "H", "H", "H", "H", "H", "H", "H", "H", "H", "H", "H", "H", "H", "H", "H", "H", "H", "H", "H", "H", "H", "H", "Br", "C", "C", "Br", "H", "H", "H", "H", "Br", "C", "C", "Br", "H", "H", "H", "H", "Br", "C", "C", "Br", "H", "H", "H", "H", "Br", "C", "C", "Br", "H", "H", "H", "H", "Br", "C", "C", "Br", "H", "H", "H", "H", "Br", "C", "C", "Br", "H", "H", "H", "H", "Br", "C", "C", "Br", "H", "H", "H", "H", "Br", "C", "C", "Br", "H", "H", "H", "H", "Br", "C", "C", "Br", "H", "H", "H", "H", "Br", "C", "C", "Br", "H", "H", "H", "H", "Br", "C", "C", "Br", "H", "H", "H", "H", "Br", "C", "C", "Br", "H", "H", "H", "H", "Br", "C", "C", "Br", "H", "H", "H", "H", "Br", "C", "C", "Br", "H", "H", "H", "H"],
  "coordinates": [[3.252758, 1.493722, 2.373264], [2.069783, 1.072628, 3.477065], [1.434232, -0.388573, 3.100302], [-0.202502, -0.460963, 3.077883], [-0.905585, 0.282777, 1.769734], [-0.203855, -0.214135, 0.386768], [-0.730840, 0.373373, -0.865158], [-0.212095, -1.860723, 0.158657], [-1.479342, -2.402925, -0.728707], [-0.574941, 1.747203, 1.764003], [-1.373589, 2.346681, 2.884489], [-1.086879, 3.480940, 3.578464], [-2.504951, 1.389933, 3.100992], [-2.505123, 0.417011, 1.957381], [-3.448459, -0.790120, 2.521430], [-4.832627, -0.399439, 2.969181], [-3.097932, -2.391575, 2.617623], [-4.502764, -3.232516, 2.273278], [-3.477067, 1.189282, 0.892253], [-3.672231, 0.731796, -0.529714], [-4.396923, 2.533887, 1.294431], [-3.716196, 3.950552, 0.820247], [3.077922, 2.579291, 1.967294], [3.261511, 0.765191, 1.433631], [4.330989, 1.416589, 2.873773], [2.655675, 0.966202, 4.511230], [1.301953, 1.950020, 3.563254], [1.929402, -0.846303, 2.115249], [1.782150, -1.130423, 3.969384], [-0.473619, -1.622861, 3.127518], [-0.568478, -0.022290, 4.114672], [0.954465, 0.077842, 0.402271], [0.764335, -2.082923, -0.491423], [-0.112475, -2.474301, 1.149374], [-1.552046, -3.578896, -0.539091], [-2.437598, -1.824952, -0.384289], [-1.192577, -2.204418, -1.870277], [-4.795671, 0.056523, 3.860038], [-2.191704, -2.725699, 1.956790], [-2.870765, -2.669138, 3.755047], [-5.251548, -3.013283, 3.166299], [-4.282421, -4.388336, 2.253048], [-5.012096, -2.815337, 1.306332], [-3.377583, 1.462549, -1.161882], [-5.392881, 2.418368, 0.645777], [-4.757613, 2.513979, 2.416766], [-2.559590, 4.023587, 0.985643], [-4.023114, 4.221618, -0.301252], [-4.233957, 4.799521, 1.480975], [-5.442234, 3.525971, -3.124233], [-4.029627, 4.311063, -4.215484], [-2.926737, 3.313681, -4.482431], [-1.781372, 3.092727, -2.919701], [-3.685837, 5.209482, -3.695333], [-4.520380, 4.601999, -5.148483], [-2.261643, 3.676176, -5.271984], [-3.295217, 2.320204, -4.751606], [1.873308, 4.174433, 6.560487], [0.391426, 2.912848, 6.683297], [0.615257, 1.912850, 7.793388], [1.907325, 0.550628, 7.266401], [0.282594, 2.450674, 5.698180], [-0.488619, 3.528146, 6.890414], [-0.305465, 1.361971, 8.007745], [0.986305, 2.364930, 8.717064], [-1.651284, 6.600673, -2.303785], [0.062824, 7.193651, -1.587636], [0.911536, 6.019870, -1.158309], [0.299903, 5.291817, 0.544232], [-0.154738, 7.892273, -0.774925], [0.541124, 7.735416, -2.408422], [1.943264, 6.335748, -0.976912], [0.909500, 5.196264, -1.877266], [-4.581658, 1.929676, 5.706777], [-5.967743, 1.503989, 7.010699], [-7.147263, 0.826460, 6.353368], [-8.255964, 2.112735, 5.394680], [-6.229620, 2.438143, 7.515361], [-5.486862, 0.831665, 7.726732], [-7.809031, 0.387944, 7.106304], [-6.859729, 0.054278, 5.634836], [2.794683, 2.320143, 10.656325], [4.207290, 3.105234, 9.565074], [5.310180, 2.107853, 9.298127], [6.455544, 1.886898, 10.860857], [4.551079, 4.003654, 10.085225], [3.716537, 3.396171, 8.632075], [5.975274, 2.470348, 8.508574], [4.941700, 1.114376, 9.028952], [-1.165014, 2.132651, -7.498641], [0.549093, 2.725628, -6.782492], [1.397806, 1.551847, -6.353165], [0.786172, 0.823794, -4.650623], [0.331532, 3.424250, -5.969781], [1.027393, 3.267394, -7.603277], [2.429534, 1.867725, -6.171768], [1.395770, 0.728241, -7.072122], [1.730591, -2.668239, -6.543280], [3.627012, -2.952033, -6.188733], [4.236839, -1.759944, -5.489138], [4.551799, -0.294448, -6.736504], [4.100545, -3.181808, -7.147312], [3.666456, -3.837044, -5.547509], [5.224770, -2.010154, -5.090974], [3.614275, -1.364490, -4.682131], [-3.805317, -5.551819, -4.611273], [-2.392710, -4.766728, -5.702525], [-1.289820, -5.764109, -5.969471], [-0.144456, -5.985063, -4.406742], [-2.048921, -3.868308, -5.182374], [-2.883463, -4.475791, -6.635524], [-0.624726, -5.401614, -6.759025], [-1.658300, -6.757586, -6.238647], [-0.205317, -4.434120, -9.514813], [1.207290, -3.649029, -10.606064], [2.310180, -4.646410, -10.873011], [3.455544, -4.867364, -9.310281], [1.551079, -2.750609, -10.085914], [0.716537, -3.358092, -11.539063], [2.975274, -4.283915, -11.662564], [1.941700, -5.639887, -11.142187], [4.217237, -4.701194, 1.902792], [3.302001, -4.304303, 3.578345], [2.044810, -5.129423, 3.723418], [0.604985, -4.423147, 2.613967], [3.118052, -3.226433, 3.594586], [4.021821, -4.557529, 4.361738], [1.664757, -5.076460, 4.748065], [2.178623, -6.177877, 3.444014], [4.145115, 8.633147, -0.759046], [5.562397, 7.464573, -0.104523], [5.441730, 6.077443, -0.690790], [4.020626, 5.064492, 0.179380], [5.510687, 7.480182, 0.987717], [6.493261, 7.939602, -0.426716], [6.353368, 5.500722, -0.507880], [5.225102, 6.076029, -1.762378], [-5.969016, -0.460876, -4.456108], [-6.525671, -2.260599, -4.959880], [-7.542863, -2.810564, -3.987637], [-6.693703, -3.391931, -2.331212], [-5.618939, -2.867991, -5.029289], [-6.963378, -2.153727, -5.956355], [-8.017445, -3.709186, -4.393096], [-8.316699, -2.088498, -3.713724], [2.214839, -8.985284, -2.628709], [0.825035, -10.213639, -2.026841], [-0.549239, -9.710448, -2.401765], [-1.121169, -8.270671, -1.217391], [0.959901, -10.345939, -0.949709], [1.041571, -11.157793, -2.534437], [-1.297268, -10.498252, -2.271516], [-0.607258, -9.325840, -3.423498], [7.326529, 0.912543, 2.509050], [7.235521, 2.816742, 2.919414], [7.676319, 3.092034, 4.337973], [6.283084, 2.613123, 5.615605], [6.211376, 3.139705, 2.712708], [7.913283, 3.293504, 2.205757], [7.843210, 4.162756, 4.489127], [8.577090, 2.544079, 4.627088]],
  "forces_ev_per_a": [[0.11, -0.12, -0.08], [1.60, -0.06, -0.18], [0.29, -0.60, 0.69], [0.67, -0.76, 0.31], [0.02, 0.24, -0.44], [0.99, -1.59, -0.61], [0.73, -0.76, 2.76], [0.52, 0.07, -0.96], [1.00, 0.03, 0.21], [-2.03, 1.04, 3.91], [0.83, 2.21, 1.54], [-2.11, -8.11, -4.90], [3.46, 3.09, -0.29], [0.27, 0.03, 0.52], [-1.68, -0.74, 1.12], [3.24, -0.33, 0.50], [-0.81, -0.65, 0.16], [0.11, 0.33, 0.88], [-1.28, 0.91, -3.38], [1.68, 1.70, 2.47], [-0.87, -0.51, -0.48], [-0.99, 0.99, 0.44], [0.41, -2.05, 0.84], [-0.09, 1.52, 2.00], [-2.37, 0.24, -1.11], [-1.59, 0.34, -2.22], [1.32, -1.86, -0.21], [-1.22, 1.13, 2.05], [-0.90, 1.48, -1.83], [0.34, 2.65, -0.40], [0.50, -0.59, -2.34], [-2.81, -0.19, 0.19], [-2.02, 0.41, 1.58], [-0.17, 1.62, -1.87], [-0.07, 2.64, -0.51], [1.64, -1.29, -1.02], [-1.10, -0.41, 2.58], [-0.03, -0.24, -1.52], [-1.77, 0.54, 1.27], [-0.20, 0.73, -2.32], [1.57, -0.52, -1.96], [-0.53, 2.37, -0.25], [1.07, -1.10, 1.70], [-0.81, -1.22, 1.12], [2.10, 0.19, 1.39], [1.01, 0.31, -2.19], [-2.21, -0.18, -0.45], [0.98, -0.84, 2.40], [1.31, -1.73, -1.42], [0.11, 0.04, 0.05], [-0.22, 0.01, -0.13], [0.26, 0.14, 0.00], [-0.18, -0.37, 0.04], [-0.03, -0.30, -0.14], [0.14, -0.08, 0.13], [-0.22, -0.04, 0.14], [0.03, 0.27, 0.06], [-0.01, -0.10, -0.12], [-0.13, 0.10, 0.03], [-0.23, -0.09, -0.04], [0.04, 0.04, 0.17], [0.04, 0.13, 0.25], [0.14, -0.16, -0.03], [0.13, 0.13, -0.11], [-0.08, -0.10, -0.31], [0.03, 0.33, 0.15], [0.04, 0.09, -0.23], [0.10, 0.06, 0.21], [0.02, -0.08, -0.13], [0.09, -0.27, -0.14], [-0.02, -0.12, 0.15], [-0.29, 0.04, -0.08], [-0.10, 0.23, 0.11], [-0.02, 0.03, 0.01], [0.22, -0.14, 0.10], [-0.32, 0.06, 0.09], [0.12, -0.12, -0.02], [-0.03, -0.25, -0.19], [-0.14, 0.07, -0.13], [0.19, 0.09, -0.10], [0.01, 0.21, 0.18], [0.17, 0.11, 0.20], [-0.15, 0.00, -0.21], [0.22, 0.08, -0.06], [-0.05, -0.08, -0.04], [-0.01, -0.30, -0.09], [0.11, -0.11, 0.11], [-0.19, -0.01, 0.16], [-0.03, 0.29, 0.09], [0.02, 0.02, 0.02], [0.03, 0.07, -0.21], [0.16, 0.01, 0.26], [0.06, -0.04, -0.16], [0.08, -0.25, -0.11], [-0.04, -0.13, 0.14], [-0.23, -0.02, -0.10], [-0.03, 0.23, 0.13], [0.12, 0.02, -0.11], [-0.17, -0.15, 0.13], [0.23, -0.02, 0.09], [-0.03, -0.02, 0.05], [-0.10, 0.17, 0.26], [0.02, 0.19, -0.05], [-0.19, -0.01, -0.11], [0.06, -0.13, -0.25], [0.05, 0.11, 0.03], [-0.20, -0.01, -0.15], [0.32, 0.12, -0.06], [-0.10, -0.13, -0.06], [0.01, -0.28, -0.11], [0.15, -0.07, 0.11], [-0.14, 0.01, 0.14], [-0.02, 0.28, 0.10], [0.06, 0.08, -0.04], [-0.21, 0.03, -0.12], [0.25, 0.10, -0.06], [-0.07, -0.16, -0.14], [0.00, -0.28, -0.07], [0.13, -0.10, 0.13], [-0.18, -0.01, 0.14], [0.01, 0.28, 0.11], [-0.08, 0.12, 0.06], [0.26, -0.09, 0.02], [-0.19, 0.06, 0.22], [0.11, -0.26, 0.10], [-0.06, -0.29, -0.02], [-0.19, 0.01, -0.10], [0.13, 0.03, -0.17], [0.05, 0.30, 0.01], [0.01, -0.07, 0.11], [0.12, 0.20, -0.13], [0.10, -0.29, 0.16], [0.17, 0.01, -0.03], [-0.04, -0.10, -0.29], [-0.15, -0.13, 0.03], [-0.12, 0.18, -0.04], [0.06, 0.11, 0.28], [0.06, -0.08, 0.02], [-0.02, 0.21, -0.22], [-0.02, -0.30, 0.07], [-0.08, 0.10, -0.04], [-0.28, 0.07, 0.13], [0.01, -0.06, 0.19], [0.13, 0.18, 0.01], [0.27, -0.10, -0.12], [-0.04, -0.04, 0.12], [0.17, -0.12, -0.18], [-0.27, -0.03, 0.18], [0.05, -0.04, -0.13], [-0.13, 0.10, -0.28], [-0.10, 0.16, 0.07], [0.20, 0.10, -0.01], [0.13, -0.06, 0.24], [-0.07, 0.11, 0.02], [0.14, -0.08, -0.20], [-0.04, 0.24, 0.15], [0.05, -0.05, -0.08], [0.21, -0.06, 0.14], [-0.08, -0.05, 0.18], [-0.04, -0.19, -0.09], [-0.25, 0.08, -0.16]]
}